A 2-piece molecular cluster, C3H5NO2 overall. Source: OMol25; level of theory: ωB97M-V/def2-TZVPD.

Structure (XYZ):
```
11
Properties=species:S:1:pos:R:3
C -0.183 0.649 -1.206
C 1.475 -0.503 0.224
O 2.478 -0.277 0.697
N -0.491 -1.343 1.488
C -0.964 -0.219 1.151
O -1.183 0.240 -0.113
H -0.002 -0.194 -1.883
H 0.811 1.147 -1.083
H -0.835 1.397 -1.610
H -0.336 -1.896 0.643
H -1.253 0.481 1.945
```

Its calculated total energy is -8774.2815 eV. The relative energy (zero: lowest compared OMol25 entry of this formula, charge and spin) is 329.3 kJ/mol.